Below is a structure of composition C53H73BCl2N3O4P2ReSSi, with properties calculated with wB97M-V/def2-TZVPD.

The largest force on an atom is 2.20 eV Å⁻¹. As for the spin multiplicity: 2. The HOMO energy (spin up / spin down) is -4.4875 / -4.1411 eV. Its energy above the lowest of the compared OMol25 structures with the same formula, charge and spin is 0.0112 eV. The calculation puts the HOMO-LUMO gap (spin up / spin down) at 6.2562 / 6.2259 eV. As for the net charge: -1. Its expectation value of S² is 0.83.

Cartesian coordinates (Å):
Re  0.588  -0.064  -0.282
C  2.051  4.198  4.187
C  3.003  3.333  3.349
C  3.124  1.964  4.039
C  4.389  4.004  3.335
P  2.239  2.858  1.672
C  3.829  2.358  0.850
N  3.800  1.071  0.166
B  2.773  0.067  -0.124
N  3.562  -1.109  -0.448
C  3.079  -2.455  -0.571
P  1.477  -2.607  0.343
C  2.060  -2.983  2.102
C  0.835  -3.056  3.020
C  2.915  -1.785  2.544
C  2.876  -4.264  2.262
C  0.851  -4.168  -0.516
C  0.496  -3.708  -1.938
C  -0.419  -4.666  0.175
C  1.862  -5.315  -0.631
C  4.912  -0.831  -0.427
C  6.013  -1.621  -0.712
C  7.281  -1.049  -0.609
C  7.433  0.279  -0.232
C  6.323  1.077  0.049
C  5.060  0.515  -0.052
C  1.734  4.420  0.702
C  2.250  5.771  1.201
C  0.203  4.434  0.790
C  2.152  4.261  -0.766
H  2.165  5.256  3.965
H  2.289  4.059  5.246
H  1.007  3.910  4.038
H  3.586  2.085  5.025
H  3.741  1.272  3.459
H  2.138  1.513  4.168
H  4.561  4.482  4.305
H  4.478  4.772  2.569
H  5.197  3.286  3.189
H  4.564  2.238  1.642
H  4.213  3.138  0.192
H  3.825  -3.147  -0.175
H  2.902  -2.721  -1.614
H  0.229  -2.156  2.961
H  1.171  -3.151  4.057
H  0.203  -3.915  2.797
H  2.410  -0.837  2.341
H  3.893  -1.768  2.059
H  3.073  -1.849  3.625
H  2.242  -5.148  2.217
H  3.351  -4.253  3.248
H  3.669  -4.365  1.519
H  -0.143  -2.822  -1.918
H  -0.031  -4.517  -2.451
H  1.382  -3.481  -2.530
H  -1.155  -3.865  0.263
H  -0.212  -5.066  1.167
H  -0.868  -5.469  -0.419
H  2.829  -4.981  -1.007
H  1.467  -6.040  -1.349
H  2.019  -5.836  0.307
H  5.897  -2.652  -1.021
H  8.156  -1.647  -0.833
H  8.426  0.705  -0.162
H  6.455  2.112  0.336
H  1.879  6.001  2.196
H  1.890  6.555  0.526
H  3.339  5.821  1.209
H  -0.133  4.533  1.825
H  -0.206  3.507  0.400
H  -0.199  5.266  0.202
H  3.198  4.525  -0.926
H  1.546  4.933  -1.381
H  1.986  3.242  -1.126
C  -2.175  -2.532  -3.953
C  -3.228  -2.580  -2.838
C  -4.602  -2.370  -3.494
C  -3.238  -3.977  -2.205
Si  -2.851  -1.224  -1.499
O  -1.310  -1.109  -1.122
C  -3.920  -1.759  -0.018
C  -3.247  -2.173  1.135
C  -3.915  -2.742  2.212
C  -5.294  -2.886  2.174
C  -5.993  -2.460  1.051
C  -5.311  -1.912  -0.028
C  -3.553  0.344  -2.310
C  -2.866  0.890  -3.399
C  -3.363  1.974  -4.109
C  -4.563  2.560  -3.729
C  -5.260  2.044  -2.645
C  -4.759  0.947  -1.952
H  -2.358  -3.336  -4.678
H  -1.163  -2.645  -3.566
H  -2.218  -1.585  -4.496
H  -4.749  -3.119  -4.283
H  -4.692  -1.382  -3.949
H  -5.416  -2.489  -2.778
H  -3.466  -4.735  -2.966
H  -3.990  -4.054  -1.417
H  -2.273  -4.225  -1.761
H  -2.171  -2.032  1.188
H  -3.356  -3.066  3.082
H  -5.824  -3.319  3.014
H  -7.071  -2.571  1.008
H  -5.885  -1.610  -0.895
H  -1.911  0.465  -3.693
H  -2.810  2.366  -4.955
H  -4.946  3.419  -4.266
H  -6.202  2.489  -2.345
H  -5.321  0.555  -1.114
Cl  -0.861  3.231  -2.593
C  0.161  2.309  -3.629
C  0.303  2.719  -4.942
C  1.066  1.973  -5.823
C  1.669  0.804  -5.384
C  1.531  0.411  -4.068
Cl  2.300  -1.053  -3.560
C  0.793  1.156  -3.126
N  0.710  0.765  -1.826
H  -0.199  3.621  -5.265
H  1.185  2.294  -6.849
H  2.244  0.186  -6.060
C  -6.432  2.577  1.844
C  -5.052  2.012  2.055
C  -4.785  1.208  3.159
C  -3.522  0.680  3.363
C  -2.525  0.927  2.434
C  -2.767  1.722  1.325
C  -4.027  2.270  1.152
S  -0.860  0.472  2.811
O  -0.210  1.747  2.993
O  -0.887  -0.400  3.962
O  -0.317  -0.290  1.629
H  -7.153  1.770  1.688
H  -6.463  3.228  0.971
H  -6.759  3.148  2.715
H  -5.578  1.000  3.870
H  -3.289  0.074  4.228
H  -1.977  1.912  0.606
H  -4.213  2.911  0.300


Below is a structure of composition C14H20Cl2I2NO2, with properties calculated with wB97M-V/def2-TZVPD.

The largest force on an atom is 4.39 eV Å⁻¹. The HOMO energy is -11.8362 eV. The calculation puts the HOMO-LUMO gap at 7.2812 eV. As for the net charge: +1.

Cartesian coordinates (Å):
C  2.710  -0.799  2.206
C  3.351  -0.319  0.800
I  5.405  -1.029  0.450
C  2.647  0.508  -0.127
I  3.647  1.087  -2.000
C  1.175  1.053  0.159
N  1.107  2.449  0.587
C  -0.113  3.132  0.917
C  -1.477  2.364  0.831
O  -2.681  3.063  1.194
C  -1.502  0.870  0.350
C  -0.129  0.211  -0.001
C  -0.022  -1.303  -0.516
C  -1.176  -2.279  0.034
C  -1.007  -2.705  1.582
C  -2.207  -2.100  2.488
O  -1.591  -1.044  3.295
H  2.767  0.011  3.008
H  1.631  -1.103  1.992
H  3.244  -1.735  2.605
H  1.985  3.002  0.669
H  -0.097  4.235  1.239
H  -3.044  2.664  2.021
H  -2.509  0.329  0.263
H  -0.166  -1.259  -1.663
H  1.029  -1.741  -0.361
H  -2.244  -1.898  -0.198
H  -1.076  -3.258  -0.576
H  -0.018  -2.331  2.009
H  -1.020  -3.859  1.663
H  -3.042  -1.709  1.807
H  -2.561  -2.956  3.178
H  -2.282  -0.605  3.841
Cl  -0.794  1.026  -2.231
C  -0.083  1.713  -3.717
C  -0.135  0.740  -4.878
Cl  0.952  -0.650  -4.637
H  0.942  2.016  -3.492
H  -0.657  2.610  -3.957
H  0.186  1.240  -5.794
H  -1.145  0.358  -5.036